Density functional theory data (the ωB97M-V functional and the def2-TZVPD basis) for a cluster of 2 separate species, C2H8N2S in total at a distorted geometry.

Geometry as XYZ:
```
13
Properties=species:S:1:pos:R:3:lowdin_charge:R:1
C -1.658 -1.398 -0.463 -0.129
N -0.355 -0.823 -0.228 -0.112
N -0.213 -0.068 0.811 -0.091
C 1.123 0.349 1.014 -0.201
H -1.651 -2.403 -0.097 0.060
H -2.389 -0.873 0.189 0.083
H -1.619 -1.376 -1.590 0.091
H 1.272 1.379 0.750 0.020
H 1.353 0.012 2.064 0.091
H 1.880 -0.084 0.236 0.101
S -0.280 2.015 -1.606 0.506
H 0.329 2.970 -2.406 -0.178
H -0.404 1.105 -2.535 -0.241
```

As for the HOMO energy: -9.09 eV. For the energy, the calculation gives -588.602483 Eh. The HOMO-LUMO gap is 9.91 eV. As for the energy above the lowest of the compared OMol25 structures with the same formula, charge and spin: 203.21 kJ/mol. As for the largest force on an atom: 4.90 eV Å⁻¹. Its SMILES is C/N=N/C.S.